No. 1
{"formula": "C4H11NO2", "method": "wB97M-V/def2-TZVPD", "species": ["C", "C", "C", "C", "N", "H", "H", "H", "H", "H", "H", "H", "O", "H", "H", "O", "H", "H"], "coordinates": [[1.122, 0.501, 0.986], [0.229, 1.156, 1.707], [-1.093, 1.587, 1.201], [-1.976, 2.239, 1.960], [-1.368, 1.266, -0.116], [1.972, -0.044, 1.381], [0.927, 0.165, -0.028], [0.366, 1.316, 2.771], [-1.876, 2.496, 3.004], [-2.847, 2.699, 1.503], [-2.331, 1.128, -0.370], [-0.778, 1.201, -0.925], [1.783, -5.181, -1.168], [1.790, -4.288, -1.498], [1.235, -5.711, -1.746], [0.618, -0.145, -2.729], [1.453, -0.102, -2.269], [0.775, -0.284, -3.665]], "mulliken_charge": [-0.559, -0.200, 0.835, -1.099, -0.388, 0.290, -0.024, 0.247, 0.273, 0.278, 0.184, 0.177, -0.634, 0.314, 0.320, -0.627, 0.312, 0.301], "molar_mass_g_mol": 105.14, "gap_ev": 8.4, "energy_ha": -364.18452, "e_above_lowest_kcal_mol": 52.5, "total_charge": 0}

---

No. 2
{"formula": "C2H10N3O", "method": "wB97M-V/def2-TZVPD", "species": ["C", "N", "C", "N", "N", "H", "H", "H", "H", "H", "H", "H", "H", "H", "H", "O"], "coordinates": [[0.003, -1.455, 1.393], [1.097, -0.710, 0.765], [0.995, -0.005, -0.348], [1.735, 1.102, -0.560], [0.076, -0.314, -1.273], [-0.068, -1.167, 2.439], [-0.957, -1.200, 0.945], [0.158, -2.534, 1.350], [1.791, -0.350, 1.401], [1.292, 1.982, -0.771], [2.602, 1.224, -0.060], [-0.332, 0.485, -1.736], [-0.506, -1.123, -1.132], [-2.751, 2.055, -1.090], [-2.874, 0.633, -0.714], [-2.261, 1.374, -0.609]], "mulliken_charge": [-0.856, -0.186, 0.723, -0.437, -0.382, 0.317, 0.309, 0.311, 0.235, 0.235, 0.232, 0.257, 0.235, 0.322, 0.331, -0.646], "molar_mass_g_mol": 92.12, "gap_ev": 11.8, "energy_ha": -321.49245, "e_above_lowest_kcal_mol": 20.4, "total_charge": 1}

---

No. 3
{"formula": "C3H3F3S", "method": "wB97M-V/def2-TZVPD", "species": ["C", "C", "C", "F", "F", "F", "S", "H", "H", "H"], "coordinates": [[0.139, 0.655, 0.017], [-1.260, 0.151, -0.190], [1.081, -0.430, 0.307], [0.891, -1.352, 1.222], [2.304, -0.067, 0.298], [0.846, -1.307, -1.088], [0.608, 2.183, 0.238], [-1.342, -0.026, -1.199], [-1.313, -0.752, 0.318], [-1.954, 0.945, 0.076]], "mulliken_charge": [0.116, -1.053, 0.888, -0.195, -0.196, -0.408, -0.182, 0.321, 0.346, 0.361], "molar_mass_g_mol": 128.12, "gap_ev": 8.4, "energy_ha": -813.84435, "e_above_lowest_kcal_mol": 22.0, "total_charge": 0}